{
  "formula": "C5H8N4OS",
  "method": "ωB97M-V with the def2-TZVPD basis set",
  "relative_energy_kcal_mol": 44.4,
  "orbital_gap_ev": 9.2,
  "total_charge": 0,
  "max_force_ha_per_bohr": 0.0726,
  "energy_ev": -24156.450,
  "elements": ["C", "N", "C", "C", "O", "S", "C", "C", "N", "N", "N", "H", "H", "H", "H", "H", "H", "H", "H"],
  "positions_angstrom": [[2.326, 1.369, -0.251], [1.186, 1.046, -1.076], [1.142, 1.563, -2.437], [0.183, 0.308, -0.693], [-0.810, -0.079, -1.211], [0.326, -0.324, 1.452], [-1.120, -1.250, 1.574], [-2.245, -0.994, 2.384], [-3.079, -2.006, 2.246], [-2.478, -2.814, 1.399], [-1.306, -2.418, 0.970], [2.029, 2.011, 0.580], [2.767, 0.461, 0.159], [3.059, 1.889, -0.863], [1.909, 1.088, -3.053], [0.165, 1.344, -2.867], [1.294, 2.642, -2.429], [-2.447, -0.161, 3.023], [-2.900, -3.676, 1.091]],
  "lowdin_charge": [-0.075, -0.191, -0.021, -0.509, 0.072, 0.816, -0.754, -0.157, 0.048, -0.087, 0.064, 0.087, 0.078, 0.091, 0.099, 0.092, 0.095, 0.097, 0.156]
}

=====

{
  "formula": "C5H8N5",
  "method": "ωB97M-V with the def2-TZVPD basis set",
  "relative_energy_kcal_mol": 27.7,
  "orbital_gap_ev": 9.2,
  "total_charge": 1,
  "max_force_ha_per_bohr": 0.0819,
  "energy_ev": -12756.474,
  "elements": ["N", "C", "N", "C", "C", "C", "N", "C", "N", "N", "H", "H", "H", "H", "H", "H", "H", "H"],
  "positions_angstrom": [[-0.590, 1.315, -0.943], [-0.228, 0.948, 0.355], [-1.032, -0.318, 0.801], [-0.654, -1.608, 0.161], [0.544, -1.774, -0.370], [1.509, -0.765, -0.137], [2.855, -0.827, -0.281], [3.258, 0.369, 0.010], [2.257, 1.234, 0.332], [1.196, 0.475, 0.343], [0.135, 1.130, -1.630], [-1.053, 2.156, -1.181], [-0.423, 1.646, 1.060], [-1.977, -0.064, 0.420], [-0.992, -0.547, 1.816], [-1.527, -2.384, 0.104], [0.938, -2.652, -0.764], [4.279, 0.441, -0.040]],
  "lowdin_charge": [0.146, -0.211, 0.125, -0.041, 0.027, -0.279, 0.159, -0.157, 0.130, -0.058, 0.125, 0.104, 0.135, 0.195, 0.203, 0.174, 0.123, 0.100]
}

=====

{
  "formula": "C5H8N5",
  "method": "ωB97M-V with the def2-TZVPD basis set",
  "relative_energy_kcal_mol": 53.8,
  "orbital_gap_ev": 8.5,
  "total_charge": 1,
  "max_force_ha_per_bohr": 0.0915,
  "energy_ev": -12755.343,
  "elements": ["N", "C", "C", "N", "C", "N", "C", "C", "N", "N", "H", "H", "H", "H", "H", "H", "H", "H"],
  "positions_angstrom": [[-0.427, -1.424, -2.494], [-0.847, -0.608, -1.481], [-1.988, 0.099, -1.112], [-1.777, 0.759, 0.127], [-0.616, 0.257, 0.559], [0.038, -0.380, -0.399], [1.382, -0.541, -0.154], [1.774, 0.136, 0.976], [0.820, 0.966, 1.437], [0.795, 1.317, 2.744], [-0.921, -1.210, -3.363], [0.584, -1.538, -2.595], [-3.005, 0.251, -1.354], [-2.610, 1.099, 0.612], [1.953, -1.158, -0.893], [2.773, 0.008, 1.260], [0.887, 0.714, 3.534], [0.099, 2.009, 2.949]],
  "lowdin_charge": [0.150, -0.241, 0.027, 0.114, -0.050, 0.006, -0.012, -0.067, -0.021, 0.076, 0.127, 0.106, 0.119, 0.178, 0.144, 0.124, 0.111, 0.109]
}

=====

{
  "formula": "C5H8NO",
  "method": "ωB97M-V with the def2-TZVPD basis set",
  "spin_multiplicity": 3,
  "relative_energy_kcal_mol": 17.0,
  "orbital_gap_ev": [3.9, 8.3],
  "total_charge": -1,
  "max_force_ha_per_bohr": 0.0610,
  "energy_ev": -8845.340,
  "elements": ["C", "C", "C", "C", "C", "N", "O", "H", "H", "H", "H", "H", "H", "H", "H"],
  "positions_angstrom": [[2.820, -0.475, 0.470], [-1.651, -1.288, -0.472], [1.565, -0.470, -0.027], [-1.224, -0.060, -0.203], [-1.733, 1.208, 0.251], [0.634, 0.431, -0.357], [0.736, 1.747, -0.253], [3.517, -1.214, 0.112], [3.301, 0.479, 0.656], [-0.869, -2.001, -0.804], [-2.626, -1.616, -0.296], [1.137, -1.491, -0.320], [-1.981, 1.221, 1.402], [-2.695, 1.631, -0.144], [-0.931, 1.899, -0.015]],
  "lowdin_charge": [-0.070, -0.087, -0.297, -0.281, -0.186, -0.170, -0.183, 0.007, 0.013, 0.022, -0.019, 0.097, 0.093, 0.047, 0.014]
}

=====

{
  "formula": "C5H8NO",
  "method": "ωB97M-V with the def2-TZVPD basis set",
  "relative_energy_kcal_mol": 204.7,
  "orbital_gap_ev": [6.8, 6.9],
  "total_charge": 1,
  "max_force_ha_per_bohr": 0.1072,
  "energy_ev": -8835.883,
  "elements": ["C", "C", "C", "C", "C", "N", "O", "H", "H", "H", "H", "H", "H", "H", "H"],
  "positions_angstrom": [[0.352, 1.394, 0.109], [0.431, 2.611, 0.338], [0.292, -0.605, -0.421], [1.357, -1.187, -1.176], [-1.559, -0.380, 0.911], [-0.652, -1.255, 0.181], [-0.918, -2.450, -0.067], [0.745, 3.310, 1.228], [0.059, 3.347, -0.382], [1.486, -0.925, -2.166], [1.384, -2.265, -0.953], [2.471, -0.909, -0.981], [-1.999, -1.122, 1.649], [-2.381, 0.018, 0.333], [-1.066, 0.419, 1.396]],
  "lowdin_charge": [0.269, 0.049, -0.042, -0.032, 0.010, -0.296, 0.075, 0.183, 0.131, 0.068, 0.123, 0.148, 0.146, 0.118, 0.049]
}

=====

{
  "formula": "C5H8NO",
  "method": "ωB97M-V with the def2-TZVPD basis set",
  "relative_energy_kcal_mol": 112.9,
  "orbital_gap_ev": 9.7,
  "total_charge": 1,
  "max_force_ha_per_bohr": 0.1111,
  "energy_ev": -8839.865,
  "elements": ["C", "C", "C", "C", "C", "N", "O", "H", "H", "H", "H", "H", "H", "H", "H"],
  "positions_angstrom": [[1.900, -0.471, 0.784], [1.628, 1.101, -0.770], [0.692, -0.734, 0.323], [-1.648, 0.193, 0.565], [-1.512, -0.745, -0.620], [2.431, 0.466, -0.025], [-0.117, -1.202, -0.484], [2.392, -0.863, 1.772], [2.166, 1.776, -1.450], [0.622, 1.371, -0.520], [-1.555, -0.302, 1.437], [-0.947, 0.905, 0.561], [-2.649, 0.671, 0.697], [-1.423, -0.401, -1.690], [-1.978, -1.766, -0.581]],
  "lowdin_charge": [-0.038, 0.048, -0.030, -0.035, -0.054, 0.070, 0.083, 0.199, 0.120, 0.085, 0.063, 0.023, 0.137, 0.165, 0.163]
}

=====

What did the third record say?
{
  "formula": "C5H8N5",
  "method": "ωB97M-V with the def2-TZVPD basis set",
  "relative_energy_kcal_mol": 53.8,
  "orbital_gap_ev": 8.5,
  "total_charge": 1,
  "max_force_ha_per_bohr": 0.0915,
  "energy_ev": -12755.343,
  "elements": ["N", "C", "C", "N", "C", "N", "C", "C", "N", "N", "H", "H", "H", "H", "H", "H", "H", "H"],
  "positions_angstrom": [[-0.427, -1.424, -2.494], [-0.847, -0.608, -1.481], [-1.988, 0.099, -1.112], [-1.777, 0.759, 0.127], [-0.616, 0.257, 0.559], [0.038, -0.380, -0.399], [1.382, -0.541, -0.154], [1.774, 0.136, 0.976], [0.820, 0.966, 1.437], [0.795, 1.317, 2.744], [-0.921, -1.210, -3.363], [0.584, -1.538, -2.595], [-3.005, 0.251, -1.354], [-2.610, 1.099, 0.612], [1.953, -1.158, -0.893], [2.773, 0.008, 1.260], [0.887, 0.714, 3.534], [0.099, 2.009, 2.949]],
  "lowdin_charge": [0.150, -0.241, 0.027, 0.114, -0.050, 0.006, -0.012, -0.067, -0.021, 0.076, 0.127, 0.106, 0.119, 0.178, 0.144, 0.124, 0.111, 0.109]
}